Version 1
Computed, not measured: 2 unconnected molecules or ions with the total composition C2H2F2O, with ωB97M-V/def2-TZVPD.

Geometry as XYZ:
```
7
Properties=species:S:1:pos:R:3
C -1.2346 -0.1645 -0.3906
C 0.8039 0.0415 0.4339
O -2.1476 0.1549 0.2033
F 1.2536 1.1933 -0.0242
F 1.4772 -0.9073 -0.2037
H -1.1611 -0.3544 -1.4492
H 1.0086 0.0366 1.4304
```

Calculated values
spin multiplicity: 1
E_HOMO: -8.980 eV
LUMO energy: 0.02575 Ha

***

Version 2
Computed, not measured: a single C2H2F2O molecule, with ωB97M-V/def2-TZVPD.

Geometry as XYZ:
```
7
Properties=species:S:1:pos:R:3
O 0.1706 0.0794 -1.8000
C -0.4479 0.0854 -0.8013
C 0.2978 -0.1809 0.4742
F 1.5152 -0.0148 0.2612
F -0.1564 0.7734 1.2869
H -1.4367 0.3497 -0.4324
H 0.0575 -1.0922 1.0114
```

Calculated values
spin multiplicity: 1
E_HOMO: -10.487 eV
structure (SMILES): O=CC(F)F
LUMO energy: 0.02165 Ha

***

Ranking the structures above by stability puts version 2 first and version 1 last.